Below is C3H4N2 as an isolated structure, with properties calculated with ωB97M-V/def2-TZVPD.

Geometry as XYZ:
```
9
Properties=species:S:1:pos:R:3:forces:R:3:mulliken_charge:R:1
N -0.504 0.180 1.026 0.1 0.0 0.3 -0.507
N 1.740 0.864 -0.521 0.2 0.0 0.0 -0.223
C 0.425 0.025 -0.017 -0.3 -0.6 0.2 0.498
C 1.815 -0.387 -0.151 -0.3 0.4 -0.1 -0.442
C -0.952 -0.344 -0.303 -0.2 -0.1 -0.3 -0.333
H -1.170 -1.406 -0.405 0.1 0.2 0.0 0.239
H -0.388 -0.551 1.727 0.0 0.1 -0.1 0.237
H 0.671 1.300 -0.533 0.2 0.1 -0.1 0.309
H -1.639 0.319 -0.823 0.2 -0.1 0.1 0.222
```
Forces are in eV/Å.

* HOMO-LUMO gap: 10.16 eV
* LUMO: 0.9 eV
* multiplicity: 1

Below is one molecule with the formula C3H4N2, with properties calculated with ωB97M-V/def2-TZVPD.

Geometry as XYZ:
```
9
Properties=species:S:1:pos:R:3:forces:R:3:mulliken_charge:R:1
N -0.788 -0.926 -0.255 -0.3 -2.0 -0.3 -0.082
N -2.010 -0.396 -0.139 -0.9 0.3 -0.3 -0.353
C 0.142 -0.214 0.066 0.3 0.5 0.3 0.322
C -1.905 0.820 0.189 -1.8 1.5 -0.6 -0.145
C 1.592 -0.208 0.044 -0.8 -1.4 -1.4 -0.843
H 2.095 -0.833 -0.698 -0.6 -0.2 -0.3 0.316
H 1.776 0.771 -0.207 1.3 2.4 -0.1 0.272
H -2.857 1.520 0.041 1.9 -1.2 0.7 0.222
H 1.953 -0.534 0.960 0.8 0.0 2.0 0.292
```
Forces are in eV/Å.

* HOMO-LUMO gap (alpha / beta): 8.54 / 7.81 eV
* LUMO (alpha / beta): -0.3 / -0.5 eV
* multiplicity: 1

Below is one molecule with the formula C3H4N2, with properties calculated with ωB97M-V/def2-TZVPD.

Geometry as XYZ:
```
9
Properties=species:S:1:pos:R:3:forces:R:3:mulliken_charge:R:1
N -0.023 0.737 1.044 0.2 0.7 -1.1 0.272
N -0.611 -0.199 1.662 -0.4 -1.3 -3.0 -0.678
C 0.318 0.724 -0.262 1.6 1.3 0.8 -0.298
C -0.566 -1.157 -0.295 0.5 -1.1 2.3 -0.332
C 0.428 -0.578 -0.913 -1.5 0.4 0.8 -0.333
H 1.148 -0.851 -1.694 -0.9 0.3 0.0 0.345
H 0.305 1.664 -0.774 0.7 0.4 -0.2 0.360
H -1.345 -1.882 -0.327 0.1 -0.6 0.1 0.393
H 0.349 1.557 1.541 -0.3 -0.3 0.2 0.272
```
Forces are in eV/Å.

* HOMO-LUMO gap (alpha / beta): 7.49 / 7.49 eV
* LUMO (alpha / beta): 0.2 / 0.2 eV
* multiplicity: 1

Below is one molecule with the formula C3H4N2, with properties calculated with ωB97M-V/def2-TZVPD.

Geometry as XYZ:
```
9
Properties=species:S:1:pos:R:3:forces:R:3:mulliken_charge:R:1
N -0.724 2.042 -0.036 1.5 -5.7 -0.2 -0.453
N 1.379 -0.604 0.451 1.3 1.5 -0.2 -0.379
C -0.572 0.842 -0.123 -4.3 4.8 -0.9 0.348
C 0.268 -1.275 0.010 1.0 -1.4 -1.5 0.087
C -0.878 -0.581 -0.430 5.7 0.7 2.6 -0.665
H 2.353 -0.913 0.657 -1.8 -0.6 -0.6 0.242
H -1.782 -1.084 -0.420 -1.8 -0.2 -0.5 0.352
H 0.542 -2.401 -0.152 -1.4 2.0 0.7 0.270
H 1.396 0.420 0.261 -0.2 -1.1 0.5 0.199
```
Forces are in eV/Å.

* HOMO-LUMO gap: 9.59 eV
* LUMO: 0.8 eV
* multiplicity: 1

Below is one molecule with the formula C3H4N2O, with properties calculated with ωB97M-V/def2-TZVPD.

Geometry as XYZ:
```
10
Properties=species:S:1:pos:R:3:forces:R:3:mulliken_charge:R:1
O -0.666 -2.102 -1.365 0.3 -0.2 -0.2 -0.285
N -0.218 1.017 1.597 0.1 0.3 -0.2 -0.632
N -1.410 -1.724 -0.039 0.2 0.6 0.0 -0.402
C 0.094 1.328 0.396 -0.1 -0.1 0.1 0.088
C -0.827 -0.703 -0.511 -0.2 -0.3 0.2 0.733
C -0.221 0.469 -0.735 0.0 0.0 0.0 -0.775
H 0.622 2.252 0.126 -0.1 -0.1 0.1 0.340
H -0.029 0.767 -1.759 0.0 -0.1 0.1 0.326
H 0.171 -2.505 -1.060 -0.2 0.1 -0.1 0.372
H 0.107 1.735 2.242 0.0 -0.1 0.0 0.235
```
Forces are in eV/Å.

* HOMO-LUMO gap: 8.67 eV
* LUMO: 0.2 eV
* multiplicity: 1

Below is a 2-piece molecular cluster, C3H4N2O overall, with properties calculated with ωB97M-V/def2-TZVPD.

Geometry as XYZ:
```
10
Properties=species:S:1:pos:R:3:forces:R:3:mulliken_charge:R:1
O -0.863 1.516 1.722 -0.5 -1.2 -0.5 -0.378
N 2.569 -0.756 -0.605 -0.2 -0.1 1.5 -0.407
N 2.454 0.781 -0.561 -2.6 0.8 -0.5 -0.392
C -0.741 -0.477 0.272 -0.3 -0.3 0.2 -1.099
C -0.901 0.541 1.074 0.9 1.3 0.5 0.857
C 2.204 -0.168 0.447 2.6 0.0 -6.0 0.143
H -0.636 -1.497 0.583 -0.2 -0.1 0.4 0.337
H -0.666 -0.283 -0.773 0.0 0.3 -0.5 0.275
H 1.963 -0.335 1.384 -1.2 -0.5 4.4 0.462
H 3.316 1.268 -0.592 1.5 -0.1 0.7 0.202
```
Forces are in eV/Å.

* HOMO-LUMO gap: 9.86 eV
* LUMO: 0.8 eV
* multiplicity: 1

Below is one molecule with the formula C3H4N2O, with properties calculated with ωB97M-V/def2-TZVPD.

Geometry as XYZ:
```
10
Properties=species:S:1:pos:R:3:forces:R:3:mulliken_charge:R:1
O 2.234 0.229 -0.296 0.0 0.0 -0.1 -0.514
N 0.384 -1.223 -0.164 0.1 0.3 0.0 -0.772
N -0.942 -1.004 -0.100 -0.2 0.0 0.0 0.300
C -1.272 0.307 -0.126 0.0 -0.1 0.0 -0.471
C -0.090 1.001 -0.225 0.0 0.0 0.0 -0.338
C 0.895 -0.006 -0.243 -0.2 0.0 0.0 0.456
H -1.562 -1.792 -0.003 0.1 0.1 0.0 0.220
H 0.074 2.066 -0.284 -0.1 -0.1 0.0 0.363
H 2.584 -0.125 -1.119 0.1 -0.2 0.0 0.347
H -2.299 0.640 -0.089 0.1 -0.1 0.0 0.410
```
Forces are in eV/Å.

* HOMO-LUMO gap: 10.33 eV
* LUMO: 1.0 eV
* multiplicity: 1

Below is a 2-piece molecular cluster, C3H4N2O overall, with properties calculated with ωB97M-V/def2-TZVPD.

Geometry as XYZ:
```
10
Properties=species:S:1:pos:R:3:forces:R:3:mulliken_charge:R:1
O 1.811 -0.617 -1.117 0.2 0.0 0.1 -0.576
N 0.572 -0.565 -1.089 -0.7 0.2 0.4 0.159
N 0.892 0.566 1.139 1.2 -0.2 -0.2 -0.489
C 1.997 0.352 0.796 -1.1 0.2 0.4 0.115
C -0.306 -0.176 -0.380 0.2 -0.2 -0.4 0.609
C -1.734 0.018 -0.097 0.1 0.0 -0.1 -0.972
H -2.300 -0.434 -0.916 0.0 0.1 0.1 0.307
H -2.011 -0.463 0.846 0.1 0.1 -0.2 0.270
H -1.975 1.083 -0.030 0.1 -0.2 0.0 0.266
H 3.067 0.319 0.812 -0.1 0.0 -0.1 0.311
```
Forces are in eV/Å.

* HOMO-LUMO gap: 10.44 eV
* LUMO: 0.9 eV
* multiplicity: 1

Below is a 2-piece molecular cluster, C3H4N2O overall, with properties calculated with ωB97M-V/def2-TZVPD.

Geometry as XYZ:
```
10
Properties=species:S:1:pos:R:3:forces:R:3:mulliken_charge:R:1
O -1.702 0.980 -0.193 -0.7 0.5 1.0 -0.416
N -0.959 0.007 -2.178 1.9 -3.6 -2.7 -0.486
N 0.185 -0.605 1.416 0.6 1.6 0.2 -0.080
C 1.118 0.198 0.652 -0.7 0.1 -0.1 -0.230
C 0.658 -1.182 0.359 -0.1 -2.0 0.5 -0.414
C -1.344 0.415 -1.135 -0.2 0.4 0.6 0.583
H 0.718 0.907 0.001 -0.6 1.4 -0.7 0.089
H -0.504 -0.964 -2.402 -1.4 2.8 0.9 0.351
H 1.964 0.517 1.162 1.9 -0.1 0.5 0.300
H -0.134 -0.272 2.318 -0.7 -1.2 -0.4 0.303
```
Forces are in eV/Å.

* HOMO-LUMO gap: 9.99 eV
* LUMO: 0.9 eV
* multiplicity: 1

Below is one molecule with the formula C3H4N2O, with properties calculated with ωB97M-V/def2-TZVPD.

Geometry as XYZ:
```
10
Properties=species:S:1:pos:R:3:forces:R:3:mulliken_charge:R:1
O -1.000 -0.544 0.566 -1.4 0.6 -2.2 -0.308
N 0.623 0.851 -1.306 2.6 -2.2 2.1 -0.293
N -0.669 1.242 -1.101 -2.2 -3.1 1.6 -0.390
C -1.350 0.393 -0.339 0.9 3.1 -0.4 0.029
C 0.365 -0.615 0.839 1.8 -1.4 -1.3 -0.217
C 1.162 -0.001 -0.450 -1.6 2.7 0.4 -0.099
H 2.236 -0.053 -0.581 0.0 -0.9 0.2 0.410
H 0.582 -1.754 0.744 0.1 1.9 1.0 0.189
H 0.412 -0.191 1.903 1.1 -0.5 -1.6 0.273
H -2.360 0.672 -0.277 -1.5 -0.3 0.2 0.407
```
Forces are in eV/Å.

* HOMO-LUMO gap: 9.45 eV
* LUMO: 0.2 eV
* multiplicity: 1

Below is one molecule with the formula C3H4N2O, with properties calculated with ωB97M-V/def2-TZVPD.

Geometry as XYZ:
```
10
Properties=species:S:1:pos:R:3:forces:R:3:mulliken_charge:R:1
O 0.150 -1.034 0.008 -0.5 -0.3 0.0 -0.295
N 0.138 1.157 0.004 0.7 0.4 -0.3 -0.383
N 1.475 0.710 -0.010 -0.2 -1.0 0.2 -0.378
C -2.053 -0.065 0.002 -2.5 0.2 -0.4 -0.769
C -0.604 0.124 -0.009 1.0 -1.2 0.3 0.635
C 1.411 -0.594 0.012 0.2 1.5 -0.2 0.072
H -2.452 -0.054 1.145 0.8 -0.3 -2.9 0.220
H 2.233 -1.315 -0.014 -0.5 0.4 0.1 0.380
H -2.523 0.883 -0.562 0.8 -2.4 1.3 0.275
H -2.268 -1.100 -0.616 0.1 2.7 1.9 0.243
```
Forces are in eV/Å.

* HOMO-LUMO gap: 11.07 eV
* LUMO: 0.8 eV
* multiplicity: 1

Below is one molecule with the formula C3H4N2O, with properties calculated with ωB97M-V/def2-TZVPD.

Geometry as XYZ:
```
10
Properties=species:S:1:pos:R:3:forces:R:3:mulliken_charge:R:1
O 2.054 -0.057 -0.248 0.2 -0.2 -0.2 -0.523
N -1.420 -0.241 0.215 0.0 -0.1 0.2 0.178
N -1.325 1.047 -0.131 0.2 -0.1 -0.1 -0.703
C 0.701 0.055 -0.184 -0.4 0.0 0.1 0.736
C -0.047 1.232 -0.423 0.1 0.0 0.0 -0.482
C -0.220 -0.887 0.197 0.1 0.1 0.0 -0.591
H 2.295 -0.852 0.245 0.1 0.2 -0.2 0.313
H 0.300 2.180 -0.815 0.0 -0.1 0.2 0.428
H -2.209 -0.528 0.769 -0.2 0.0 -0.3 0.245
H -0.130 -1.949 0.375 0.0 0.2 0.2 0.399
```
Forces are in eV/Å.

* HOMO-LUMO gap: 9.51 eV
* LUMO: 0.8 eV
* multiplicity: 1

Below is C3H4N2O as an isolated structure, with properties calculated with ωB97M-V/def2-TZVPD.

Geometry as XYZ:
```
10
Properties=species:S:1:pos:R:3:forces:R:3:mulliken_charge:R:1
O -0.577 1.679 1.207 -0.5 0.8 -0.1 -0.460
N -1.106 0.272 -0.611 -0.1 -2.0 0.2 -0.477
N -0.220 -0.450 -1.561 0.6 -0.2 -0.1 -0.274
C 0.460 -0.514 0.771 -1.5 1.8 -0.7 -0.629
C -0.268 -1.160 -0.346 -1.2 1.1 -1.1 -0.032
C -0.337 0.572 0.549 1.6 -1.2 0.9 0.479
H 0.662 0.060 -1.602 0.2 0.1 -0.1 0.314
H -1.283 2.148 0.720 0.3 -0.1 0.2 0.375
H -0.840 -2.070 -0.302 -0.3 0.0 0.0 0.331
H 1.003 -0.871 1.588 0.8 -0.4 0.8 0.374
```
Forces are in eV/Å.

* HOMO-LUMO gap: 9.11 eV
* LUMO: 0.8 eV
* multiplicity: 1

Below is a 2-piece molecular cluster, C3H4N2O overall, with properties calculated with ωB97M-V/def2-TZVPD.

Geometry as XYZ:
```
10
Properties=species:S:1:pos:R:3:forces:R:3:mulliken_charge:R:1
O -3.467 1.553 0.357 0.2 0.0 0.0 -0.616
N -2.270 1.503 0.217 0.7 0.0 -0.1 0.463
N 1.643 0.055 -0.284 0.1 -0.2 0.0 -0.580
C 0.937 -1.117 -0.303 -0.3 -0.4 0.0 0.123
C -1.119 1.483 0.082 -0.8 0.0 0.1 -0.178
C 0.251 -2.106 -0.309 0.3 0.4 0.0 -0.509
H 2.322 0.092 0.469 -0.1 0.0 -0.1 0.252
H 2.095 0.254 -1.170 0.0 0.0 0.1 0.254
H -0.065 1.286 -0.033 -0.2 0.0 0.0 0.373
H -0.341 -2.993 -0.317 0.1 0.2 0.0 0.416
```
Forces are in eV/Å.

* HOMO-LUMO gap: 10.12 eV
* LUMO: 0.5 eV
* multiplicity: 1

Below is one molecule with the formula C3H4N2O, with properties calculated with ωB97M-V/def2-TZVPD.

Geometry as XYZ:
```
10
Properties=species:S:1:pos:R:3:forces:R:3:mulliken_charge:R:1
O -1.255 -0.680 -0.389 -0.1 0.1 -0.1 -0.279
N 0.797 -1.603 0.020 0.2 0.3 -0.3 -0.385
N -0.551 -1.505 0.559 0.0 -0.1 0.2 -0.142
C -0.262 0.262 -0.552 0.1 0.3 0.5 0.137
C 0.959 -0.569 -0.708 0.1 -0.1 0.2 -0.009
C -0.371 1.410 0.111 0.0 0.3 -0.4 -0.630
H 0.470 2.070 0.270 -0.1 0.1 -0.3 0.275
H -1.333 1.646 0.555 0.1 0.1 -0.1 0.296
H 1.889 -0.351 -1.219 -0.2 0.0 0.1 0.407
H -0.405 -0.760 1.286 -0.1 -1.0 0.2 0.329
```
Forces are in eV/Å.

* HOMO-LUMO gap: 10.77 eV
* LUMO: 0.5 eV
* multiplicity: 1

Below is C3H4N2O as an isolated structure, with properties calculated with ωB97M-V/def2-TZVPD.

Geometry as XYZ:
```
10
Properties=species:S:1:pos:R:3:forces:R:3:mulliken_charge:R:1
O 1.502 -0.130 1.525 0.2 0.0 0.1 -0.648
N -1.261 0.705 -0.628 0.1 -0.7 -0.6 -0.388
N 0.596 -1.032 -0.405 -0.2 0.5 0.3 -0.458
C -0.995 -0.276 -1.266 1.8 -0.2 1.6 0.240
C 0.709 -0.165 0.594 -0.1 0.4 0.3 0.370
C -0.353 0.952 0.505 0.1 0.1 0.2 -0.322
H 0.126 1.922 0.361 -0.1 -0.1 0.0 0.258
H -0.650 -1.156 -1.743 -1.4 -0.3 -1.6 0.437
H -0.938 0.988 1.426 0.0 0.0 -0.1 0.267
H 1.264 -1.808 -0.368 -0.5 0.3 -0.2 0.245
```
Forces are in eV/Å.

* HOMO-LUMO gap: 9.51 eV
* LUMO: 0.4 eV
* multiplicity: 1

Below is one molecule with the formula C3H4N2O, with properties calculated with ωB97M-V/def2-TZVPD.

Geometry as XYZ:
```
10
Properties=species:S:1:pos:R:3:forces:R:3:mulliken_charge:R:1
O 2.299 -1.273 0.333 2.0 -0.4 -2.5 -0.394
N -2.380 1.938 1.258 2.6 -2.3 -1.7 -0.401
N 1.404 -0.316 -0.183 -1.0 -0.1 0.2 -0.286
C 0.168 -0.488 0.165 1.9 -1.3 -0.8 -0.113
C -0.838 0.470 -0.443 2.0 3.5 3.0 -0.219
C -1.627 1.262 0.648 -1.5 1.6 0.2 0.190
H 3.125 -1.347 -0.377 -3.4 0.8 2.7 0.370
H -1.588 -0.018 -0.891 -2.6 -2.2 -2.0 0.233
H -0.414 1.231 -1.182 -0.2 -1.2 1.2 0.260
H -0.148 -1.459 0.673 0.3 1.6 -0.3 0.359
```
Forces are in eV/Å.

* HOMO-LUMO gap: 11.06 eV
* LUMO: 0.7 eV
* multiplicity: 1

Below is one molecule with the formula C3H4N2O, with properties calculated with ωB97M-V/def2-TZVPD.

Geometry as XYZ:
```
10
Properties=species:S:1:pos:R:3:forces:R:3:mulliken_charge:R:1
O 0.093 1.418 -0.684 -0.3 0.9 -1.2 -0.339
N 0.957 0.707 0.201 -0.3 -0.7 1.3 -0.282
N -0.905 -0.749 0.614 -1.0 -1.5 -1.1 -0.503
C -0.010 0.149 1.296 0.7 -0.7 -6.5 -0.355
C -0.665 -0.829 -0.632 2.1 1.5 0.2 -0.063
C 0.482 0.118 -1.042 0.6 -0.3 0.0 0.223
H 1.212 -0.015 -1.956 -1.6 0.2 2.0 0.305
H -1.096 -1.359 -1.465 -0.9 -0.7 0.6 0.343
H -0.594 0.862 1.674 -1.9 3.3 1.5 0.320
H 0.525 -0.303 1.993 2.4 -2.2 3.1 0.350
```
Forces are in eV/Å.

* HOMO-LUMO gap: 10.21 eV
* LUMO: 0.9 eV
* multiplicity: 1

Below is one molecule with the formula C3H4N2O, with properties calculated with ωB97M-V/def2-TZVPD.

Geometry as XYZ:
```
10
Properties=species:S:1:pos:R:3:forces:R:3:mulliken_charge:R:1
O -1.574 0.748 -0.167 -2.4 -1.3 0.1 -0.469
N -0.271 -1.189 -0.573 0.0 0.2 -0.3 0.212
N 0.980 -0.930 -0.909 0.1 -0.3 0.3 -0.623
C 0.364 0.465 0.727 1.2 -0.3 0.5 -0.138
C -0.750 -0.312 0.400 1.0 1.6 -1.0 0.194
C 1.343 0.145 -0.186 0.6 -0.3 0.5 -0.458
H -0.635 -2.087 -0.868 -0.3 0.5 -0.1 0.263
H -2.006 1.206 0.552 -0.5 0.1 0.3 0.304
H 2.261 0.668 -0.401 0.2 -0.3 0.1 0.414
H 0.287 1.287 1.424 0.2 0.2 -0.4 0.300
```
Forces are in eV/Å.

* HOMO-LUMO gap (alpha / beta): 8.20 / 8.20 eV
* LUMO (alpha / beta): -0.2 / -0.2 eV
* multiplicity: 1

Below is one molecule with the formula C3H4N2O, with properties calculated with ωB97M-V/def2-TZVPD.

Geometry as XYZ:
```
10
Properties=species:S:1:pos:R:3:forces:R:3:mulliken_charge:R:1
O -0.446 -1.034 -0.562 0.2 0.0 0.0 -0.333
N -1.660 0.629 0.269 -0.1 -0.3 -0.2 -0.548
N 1.786 -0.384 -0.192 0.1 0.0 0.0 -0.467
C -0.317 0.895 0.476 0.2 0.0 0.0 -0.385
C -1.660 -0.512 -0.340 -0.2 0.2 0.1 0.087
C 0.433 -0.113 -0.033 -0.1 0.2 0.1 0.420
H -2.511 -1.079 -0.697 0.1 0.1 0.1 0.376
H 0.014 1.799 0.974 0.0 -0.2 -0.1 0.366
H 2.315 0.352 -0.640 -0.1 -0.1 0.2 0.246
H 2.263 -0.769 0.615 -0.1 0.1 -0.2 0.237
```
Forces are in eV/Å.

* HOMO-LUMO gap: 10.06 eV
* LUMO: 0.9 eV
* multiplicity: 1